Formula: C35H52OP4SSc
Source: the OMol25 dataset
Level of theory: ωB97M-V with the def2-TZVPD basis set

Element x y z (Å)
1 Sc -0.0289 0.4000 -0.9724
2 S -1.4183 -1.3005 -2.0819
3 P 2.5398 1.2985 -0.1091
4 P 0.8722 1.9178 -3.3050
5 P -2.2121 1.9491 -0.8584
6 P -0.3455 -0.5810 2.4776
7 O -0.1590 -0.2375 0.9628
8 C -3.5953 -3.0830 2.5648
9 C -0.3587 1.9035 5.7303
10 C -1.9585 -1.3083 2.8164
11 C 2.7820 -2.2148 4.6143
12 C 1.2580 -2.8700 2.3480
13 C -0.7990 -1.7786 -3.6735
14 C 2.6834 3.0386 0.4810
15 C -0.4711 2.3715 -4.4420
16 C 3.1293 0.4133 1.3794
17 C 0.9996 -4.4951 -0.9187
18 C 1.7344 -1.3912 4.2101
19 C 0.4483 -2.4227 -3.8255
20 C 2.3154 -3.6910 2.7483
21 C -3.6526 1.4356 -1.8974
22 C -4.6161 -2.2423 3.0343
23 C -1.3502 -2.4211 -5.9630
24 C -0.0009 3.1378 5.1791
25 C 4.0186 1.1036 -1.1970
26 C -0.2423 0.8880 3.5126
27 C 0.0791 2.1419 2.9700
28 C -0.3200 -4.5876 -0.7008
29 C -2.9765 -0.4926 3.3392
30 C -0.1823 -3.1852 -6.0462
31 C 0.2008 3.2570 3.8030
32 C -2.2800 -2.6332 2.4521
33 C 2.1192 1.1712 -4.3837
34 C 0.7279 -3.1810 -4.9671
35 C 0.9535 -1.7037 3.0725
36 C 1.5782 3.5563 -2.9408
37 C -1.6259 -1.6711 -4.8167
38 C -2.1156 3.7530 -1.2149
39 C 3.0783 -3.3686 3.8844
40 C -4.2960 -0.9325 3.4388
41 C -0.4853 0.7838 4.8999
42 C -2.9744 1.8786 0.8035
43 H -0.7803 -4.4438 0.2881
44 H 1.1620 -2.4008 -2.9980
45 H 1.4743 -4.9145 -1.8055
46 H 1.5378 -0.4849 4.7861
47 H 2.3443 3.1060 1.5222
48 H -2.2408 2.1519 1.5697
49 H 3.9863 0.0985 -1.6419
50 H 2.5526 -4.5850 2.1741
51 H 2.5601 0.7337 2.2609
52 H -3.3029 0.8544 1.0090
53 H 1.5646 4.0666 -3.9156
54 H 0.1213 4.0047 5.8392
55 H -0.0182 2.3458 -5.4436
56 H 3.8977 -4.0187 4.1891
57 H -1.9652 3.9287 -2.2882
58 H 1.2734 0.7179 -2.2782
59 H -3.3873 1.4794 -2.9622
60 H 3.3853 -1.9560 5.4938
61 H -1.3308 1.6911 -4.3921
62 H 2.0422 3.6912 -0.1224
63 H 4.1997 0.5949 1.5485
64 H -0.5435 1.7971 6.8041
65 H 1.6855 -4.0402 -0.2172
66 H 2.9652 -0.6633 1.2548
67 H -2.7441 0.5228 3.6742
68 H -3.0225 4.2866 -0.8929
69 H -5.0777 -0.2560 3.8147
70 H 1.6289 -3.7855 -5.0220
71 H -3.8331 -4.1112 2.2591
72 H 4.9363 1.1943 -0.5981
73 H -0.7843 3.4035 -4.2307
74 H 3.0899 1.1627 -3.8766
75 H -4.5356 2.0737 -1.7298
76 H -3.9175 0.3958 -1.6587
77 H -3.8422 2.5424 0.8998
78 H -0.7504 -0.1829 5.3404
79 H -1.0695 -4.7879 -1.4798
80 H 0.2327 2.2502 1.9007
81 H 0.9494 4.1189 -2.2346
82 H 1.8288 0.1452 -4.6404
83 H 0.4551 4.2247 3.3664
84 H 2.6100 3.4845 -2.5773
85 H -2.4986 -1.0284 -4.7567
86 H 0.0146 -3.7866 -6.9353
87 H 2.1426 1.8011 -5.2756
88 H -1.5029 -3.2894 2.0819
89 H 0.6636 -3.1223 1.4630
90 H -5.6530 -2.5988 3.0870
91 H 4.0362 1.8397 -2.0116
92 H -1.2557 4.1675 -0.6716
93 H 3.7164 3.4023 0.4140
94 H -2.0545 -2.4280 -6.7924

The calculation puts the energy above the lowest of the compared OMol25 structures with the same formula, charge and spin at 209.5 kJ/mol. The calculation puts the calculated total energy at -3963.56049 a.u. Its net charge is +3.

---

Formula: C35H52OP4Sn
Source: the OMol25 dataset
Level of theory: ωB97M-V with the def2-TZVPD basis set

Element x y z (Å)
1 Sn 0.9170 -0.4221 0.0326
2 P 2.3970 1.7774 -0.4479
3 P -0.1561 -2.9365 -0.6234
4 P 2.6514 -1.5738 1.8192
5 P -0.8236 0.6272 1.8353
6 O -0.4116 0.2955 -1.7773
7 C -2.0762 1.5960 -8.9513
8 C 0.0536 0.7162 3.4664
9 C 2.6992 2.8556 0.9753
10 C 0.6528 1.9613 3.7655
11 C -1.3559 0.2895 -5.2627
12 C -1.8457 3.2828 1.2832
13 C -0.9746 -3.8570 0.7131
14 C -2.6458 2.1064 3.2712
15 C -4.6868 -1.8623 1.2498
16 C -0.9378 0.9554 -9.2531
17 C -4.1680 -1.0618 0.2258
18 C -0.3090 0.1557 -3.0796
19 C 4.0151 1.3074 -1.1342
20 C 0.1443 -0.3261 4.4079
21 C -3.9890 -2.0115 2.4460
22 C 1.5801 2.7948 -1.7109
23 C 1.2808 2.1854 4.9848
24 C 0.8919 -0.2935 -3.7083
25 C -0.1739 -0.1469 -5.8666
26 C 1.3327 1.1502 5.9255
27 C -1.4600 -2.8094 -1.8808
28 C -3.3526 4.3654 2.8405
29 C 1.9216 -2.8118 2.9162
30 C 1.1136 -4.0379 -1.3321
31 C -2.5905 4.3940 1.6765
32 C -1.4332 0.4545 -3.8907
33 C -2.7727 -1.3547 2.6543
34 C -2.2713 -0.5100 1.6511
35 C 0.7827 -0.0956 5.6311
36 C -1.8414 2.1413 2.1123
37 C 3.9990 -2.4239 0.9558
38 C 0.9479 -0.4494 -5.0891
39 C -2.9618 -0.4020 0.4245
40 C -3.3933 3.2208 3.6466
41 C 3.4727 -0.3515 2.8777
42 H 2.5270 -3.7330 2.8913
43 H 0.5576 2.7988 3.0639
44 H 1.6838 2.3296 -2.7036
45 H 0.8934 -3.0619 2.6024
46 H 1.7628 -0.5179 -3.0839
47 H 4.0867 -0.8620 3.6365
48 H 1.7469 -3.4519 -2.0143
49 H -1.4628 -3.1548 1.4102
50 H 3.7008 3.3093 0.9003
51 H 1.8819 -2.4130 3.9401
52 H -0.9226 -0.1221 -9.4360
53 H 2.1273 -1.1394 -1.1642
54 H -0.2494 -4.4804 1.2597
55 H -2.1490 -1.9808 -1.6562
56 H -2.6798 1.2147 3.9017
57 H 0.6581 -4.8659 -1.8964
58 H 4.5586 2.1844 -1.5186
59 H -5.6317 -2.3858 1.0993
60 H 1.8323 1.3203 6.8804
61 H 4.4782 -1.7189 0.2611
62 H 1.7272 3.1631 5.1963
63 H -2.2324 0.5095 -5.8665
64 H -4.3856 -2.6496 3.2363
65 H -2.5622 5.3036 1.0591
66 H 4.1203 0.2915 2.2587
67 H 0.5045 2.8814 -1.4876
68 H -1.0188 -2.6291 -2.8725
69 H -4.7027 -0.9527 -0.7243
70 H -3.9882 3.1836 4.5650
71 H -0.1308 -0.2439 -6.9507
72 H -3.9259 5.2394 3.1463
73 H -2.1002 2.6803 -8.8148
74 H 4.6238 0.8152 -0.3584
75 H 2.0210 3.8020 -1.7386
76 H 1.8722 -0.8065 -5.5523
77 H 1.9279 3.6450 0.9987
78 H -1.7577 -4.4969 0.2767
79 H -1.2717 3.3037 0.3550
80 H 2.7368 0.2866 3.3893
81 H -2.2492 -1.5009 3.5958
82 H 1.7468 -4.4513 -0.5315
83 H 4.7397 -2.7951 1.6788
84 H 0.8547 -0.9105 6.3573
85 H -2.3408 0.8094 -3.4114
86 H -2.0250 -3.7520 -1.8802
87 H -2.5607 0.2306 -0.3798
88 H 0.0033 1.4978 -9.3776
89 H 2.6363 2.2875 1.9190
90 H -0.2956 -1.3007 4.2108
91 H -3.0271 1.0630 -8.8724
92 H 3.5842 -3.2638 0.3798
93 H 3.8529 0.5962 -1.9584

The calculation puts the energy above the lowest of the compared OMol25 structures with the same formula, charge and spin at 81.8 kJ/mol. The calculation puts the calculated total energy at -3018.26288 a.u. Its net charge is +4.

---

Formula: C35H52P4PdSe
Source: the OMol25 dataset
Level of theory: ωB97M-V with the def2-TZVPD basis set

Element x y z (Å)
1 Pd -1.2409 -1.2366 -1.3565
2 Se 0.5365 0.5153 -2.4796
3 P 0.2660 -3.0842 -1.1349
4 P -2.4689 -1.5705 1.0928
5 P -3.2922 -1.2839 -2.6742
6 P 1.3927 0.6701 2.1936
7 C 1.4871 2.4763 2.4763
8 C -2.0024 3.1867 0.2798
9 C 2.9647 0.2866 1.3596
10 C 4.0968 0.1685 -0.7956
11 C 1.6167 -0.0557 3.8573
12 C -4.4098 -2.6693 -2.3197
13 C -1.8067 -0.7583 2.5906
14 C -1.1859 3.7888 -0.5912
15 C 1.4044 5.2764 2.6663
16 C -2.8672 -3.2508 1.7199
17 C 1.2668 -3.1202 0.3903
18 C 1.5229 -2.9386 -2.4522
19 C 1.1018 2.2945 -6.2861
20 C 2.5664 4.6329 2.2396
21 C -0.4008 -4.7696 -1.3366
22 C 1.4632 0.0920 6.2753
23 C 1.0764 1.3363 -5.2687
24 C 2.6211 3.2419 2.1564
25 C -4.1179 -0.7570 1.0366
26 C 4.0413 -0.3914 1.9553
27 C 5.1159 -0.5970 -0.2160
28 C -4.2047 0.2895 -2.7325
29 C 1.4727 0.7131 5.0260
30 C 5.0925 -0.8465 1.1577
31 C 0.2827 4.5233 3.0215
32 C 3.0526 0.6330 -0.0073
33 C 0.3180 3.1345 2.9210
34 C 1.7713 -1.4567 3.9733
35 C 0.6485 1.6954 -3.9618
36 C 0.3407 3.9803 -4.7217
37 C 1.5970 -1.2955 6.3812
38 C 0.3489 3.0445 -3.6931
39 C 1.7559 -2.0695 5.2262
40 C 0.7067 3.6161 -6.0284
41 C -2.5262 -1.5559 -4.2893
42 H 1.3336 0.6986 7.1727
43 H -3.8163 -3.5886 -2.2078
44 H 1.3750 6.3657 2.7241
45 H 1.3596 1.7962 4.9528
46 H -2.0962 -2.5707 -4.3252
47 H 0.6596 -2.8667 1.2693
48 H -4.7793 -1.2259 0.2981
49 H 0.0386 5.0092 -4.5087
50 H 2.2350 -2.1440 -2.1890
51 H -3.9968 0.2998 0.7664
52 H -3.5088 -3.7790 1.0012
53 H 2.0943 -2.3991 0.2783
54 H -3.2970 -1.4597 -5.0699
55 H -3.3871 -3.1781 2.6867
56 H 1.7138 -4.1116 0.5584
57 H 0.4168 -5.5055 -1.2914
58 H -0.6287 5.0201 3.3671
59 H -0.8861 -4.8591 -2.3210
60 H 5.9293 -0.9822 -0.8319
61 H 1.8992 -2.0677 3.0767
62 H -2.5049 -0.9098 3.4258
63 H -2.8807 -1.3039 -1.0189
64 H 0.6841 4.3527 -6.8389
65 H -3.5162 1.1471 -2.8049
66 H -4.5833 -0.8202 2.0286
67 H -1.5766 4.4628 -1.3648
68 H -4.9609 -2.4832 -1.3864
69 H 3.4413 5.2207 1.9632
70 H -5.1220 -2.7930 -3.1452
71 H 1.5645 -1.7773 7.3617
72 H -1.1261 -5.0059 -0.5429
73 H 5.9027 -1.4083 1.6219
74 H 1.3922 0.3075 -5.4467
75 H 2.2586 1.2306 -0.4693
76 H -3.0852 3.3400 0.3360
77 H -1.7377 -0.7983 -4.4402
78 H -0.5708 2.5465 3.1640
79 H -1.5798 2.4156 0.9311
80 H 1.4255 2.0162 -7.2905
81 H -1.9438 -3.8350 1.8562
82 H 4.1136 0.4028 -1.8632
83 H 0.1032 3.3550 -2.6761
84 H 1.8451 -3.1556 5.3009
85 H 3.5390 2.7511 1.8361
86 H -4.8282 0.3989 -1.8345
87 H 1.0233 -2.6808 -3.3966
88 H -0.8243 -1.1646 2.8542
89 H -0.1033 3.7346 -0.4329
90 H -4.8435 0.2484 -3.6262
91 H 4.0560 -0.5774 3.0278
92 H 2.0852 -3.8744 -2.5965
93 H -1.7100 0.3169 2.4085

The calculation puts the energy above the lowest of the compared OMol25 structures with the same formula, charge and spin at 160.9 kJ/mol. The calculation puts the calculated total energy at -5258.02294 a.u. Its spin multiplicity is 5. Its net charge is +4.

---

Formula: C35H53As2F3N3O11S3SiTi
Source: the OMol25 dataset
Level of theory: ωB97M-V with the def2-TZVPD basis set

Element x y z (Å)
1 As -5.4824 1.3975 -2.4316
2 As -2.3134 1.1230 -0.1166
3 Ti 0.9618 -1.1121 0.5376
4 S 1.0631 -4.7290 3.6202
5 S -1.2118 -2.2834 -1.0272
6 S 1.1501 -3.4854 0.9486
7 Si 3.5490 -0.9709 -0.0332
8 F -1.3475 -2.0633 1.6361
9 F -1.6985 -4.0889 0.9626
10 F -3.2202 -2.6123 0.7105
11 O -0.5170 -1.0390 -0.6504
12 O -5.0117 -0.2892 1.0542
13 O -5.6160 -1.2208 -0.9231
14 O -3.8737 4.1633 1.6492
15 O -0.2921 -3.3107 -1.4094
16 O -2.0795 4.1006 0.3891
17 O -3.1058 0.5680 -4.4318
18 O -2.3730 -2.1459 -1.8297
19 O -4.7166 5.0558 -1.4186
20 O -6.7179 4.2326 -1.0964
21 O -1.5871 0.2390 -2.7862
22 N 0.8513 0.8585 0.8140
23 N 1.1679 -2.1266 3.2653
24 N 1.1809 -1.0492 2.4574
25 C 0.8692 2.5944 2.5098
26 C 3.4598 -1.1623 -2.0372
27 C 0.5717 3.1530 0.2060
28 C -3.6889 0.0443 -0.8970
29 C 4.3831 -3.8403 0.0356
30 C 5.8438 0.9469 -0.4417
31 C 6.2508 -2.3060 0.4637
32 C -3.7352 2.5806 -0.2206
33 C 4.9364 0.7585 1.8806
34 C 2.3985 -2.2221 -2.3304
35 C 4.4954 -2.6350 2.1741
36 C 1.1413 -3.2773 2.6566
37 C 2.9434 0.1345 -2.6626
38 C -1.9086 -2.8126 0.6517
39 C 1.1293 0.1651 3.0215
40 C 1.0022 -4.0332 5.3027
41 C -6.5375 -2.0560 -0.2564
42 C -0.6151 -0.0574 -3.7672
43 C 0.9583 1.2347 2.1338
44 C 3.7266 2.0017 0.1829
45 C -4.7681 2.7260 -1.0635
46 C -5.1268 3.6174 2.0000
47 C -7.5952 3.1881 -0.7345
48 C 4.7423 -2.4914 0.6687
49 C -2.3889 0.9017 1.8588
50 C 0.6453 1.8132 -0.1007
51 C 4.7468 -1.5539 -2.7621
52 C -5.3708 4.0683 -1.1956
53 C 0.6735 3.5481 1.5461
54 C -2.8636 0.4338 -3.2390
55 C -3.1974 3.6828 0.5892
56 C -4.7944 -0.4511 -0.1426
57 C -5.0991 2.6003 -3.9610
58 C -3.8725 0.3925 -2.2331
59 C 4.5756 0.7448 0.3923
60 H -1.5904 0.2307 2.1775
61 H -5.9200 4.0573 1.3917
62 H -5.1348 2.5288 1.8904
63 H 5.7323 0.0571 2.1080
64 H -0.0588 -0.9382 -3.4391
65 H -7.4703 -2.0319 -0.8193
66 H 3.6723 0.9366 -2.5809
67 H 2.9791 2.0820 0.9619
68 H 2.7298 -0.0158 -3.7246
69 H -6.6944 -1.7002 0.7657
70 H 3.3213 -4.0427 0.1291
71 H 5.5337 -0.8248 -2.5956
72 H 3.4474 -2.8431 2.3633
73 H 4.0567 0.5086 2.4753
74 H 5.0994 -2.5245 -2.4312
75 H 0.5486 1.4819 -1.1289
76 H 5.5836 1.1800 -1.4705
77 H 1.4490 -1.9391 -1.8635
78 H 0.3954 3.8814 -0.5632
79 H -7.1016 2.4220 -0.1318
80 H -1.1166 -0.2601 -4.7173
81 H 4.5693 -1.6190 -3.8384
82 H 6.4209 1.7875 -0.0485
83 H 2.6732 -3.2017 -1.9509
84 H 1.1843 0.2792 4.0996
85 H 6.6314 -1.4570 1.0233
86 H -6.1396 -3.0752 -0.2312
87 H -2.2026 1.8763 2.3129
88 H -4.0718 2.9517 -3.9216
89 H -5.2807 3.8860 3.0454
90 H 2.0197 0.4438 -2.1723
91 H -5.7716 3.4585 -3.9285
92 H 0.0595 0.7954 -3.8773
93 H -5.2504 2.0628 -4.8945
94 H 6.4925 -2.1769 -0.5871
95 H 0.5333 -4.7846 5.9286
96 H -8.3955 3.6573 -0.1594
97 H 4.9165 -4.6411 0.5508
98 H 6.4796 0.0722 -0.4390
99 H 0.5748 4.5907 1.7960
100 H 3.2355 2.0162 -0.7822
101 H 4.6653 -3.8813 -1.0124
102 H 5.0790 -3.4655 2.5737
103 H 5.2752 1.7526 2.1811
104 H 4.3623 2.8877 0.2514
105 H -3.3459 0.5154 2.1935
106 H 0.4161 -3.1214 5.2724
107 H -8.0125 2.7222 -1.6343
108 H 0.9384 2.8415 3.5579
109 H 2.0113 -3.8204 5.6399
110 H 6.7776 -3.1944 0.8196
111 H 2.2276 -2.3165 -3.4050
112 H 4.7697 -1.7367 2.7170

The calculation puts the energy above the lowest of the compared OMol25 structures with the same formula, charge and spin at 326.0 kJ/mol. The calculation puts the calculated total energy at -9462.03185 a.u. Its net charge is -1.

---

Formula: C35H53BrHgN9PSi2
Source: the OMol25 dataset
Level of theory: ωB97M-V with the def2-TZVPD basis set

Element x y z (Å)
1 Hg -0.0183 -1.1322 0.1970
2 Br 3.5328 0.0118 1.1884
3 P 1.1647 1.8900 -1.0372
4 Si 1.8531 -2.7663 -2.1875
5 Si -1.4238 -2.9355 -2.5298
6 N 1.3478 1.5069 1.9659
7 N -0.6163 -1.8781 3.3564
8 N 1.4147 3.1018 -3.5779
9 N -2.5598 0.7614 0.0480
10 N -2.9806 -1.6108 1.6921
11 N -4.2964 1.6000 1.1618
12 N 2.9781 3.8975 -1.8907
13 N -0.9477 -4.0790 3.4690
14 N 0.6379 4.5461 -1.7935
15 C 2.8399 2.7093 -0.9797
16 C 1.7644 -1.9401 4.1808
17 C -4.7865 3.6647 -1.8809
18 C -5.0863 3.2593 -0.5951
19 C 0.1607 -2.0229 -2.2504
20 C 0.2088 3.5653 4.9105
21 C 2.1984 -3.6948 -0.5996
22 C 2.7663 -2.7939 4.5974
23 C -1.4595 -2.8499 3.1578
24 C -3.7222 3.0958 -2.6005
25 C 3.0960 1.4794 3.5900
26 C -4.2679 2.2801 -0.0407
27 C -1.5653 -3.4403 -4.3314
28 C 2.3429 2.2877 4.4211
29 C 2.5643 -4.1816 4.6570
30 C -2.8649 -2.6899 2.6573
31 C 2.7541 3.5023 -3.3594
32 C 2.1026 -3.9724 -3.6007
33 C 0.3540 -3.8789 3.8922
34 C -3.2565 0.7084 1.1480
35 C -2.9092 -1.8682 -2.1285
36 C 1.0711 2.7040 4.0333
37 C 0.5415 -2.4963 3.8161
38 C 1.0967 1.8341 -2.9036
39 C -2.9215 2.1201 -2.0413
40 C -3.1857 1.7243 -0.7301
41 C -3.0451 -0.2719 2.2577
42 C -1.4515 -4.4843 -1.4757
43 C 0.6293 2.2724 2.7907
44 C 1.9582 4.9850 -1.5362
45 C 2.5341 1.1259 2.3711
46 C 0.4889 4.1648 -3.1952
47 C 3.1089 -1.3717 -2.3574
48 C 1.3540 -4.7496 4.3089
49 C 0.2043 3.4797 -0.8782
50 H -0.6723 -5.1848 -1.7859
51 H -0.3633 2.5387 2.4364
52 H 3.7293 -2.3917 4.8839
53 H 2.1026 5.2199 -0.4816
54 H 3.0242 -0.8918 -3.3367
55 H -2.5393 -3.8992 -4.5206
56 H -0.3934 4.2535 4.3179
57 H 3.3742 -4.8197 4.9837
58 H 0.6738 5.0402 -3.8214
59 H -3.1681 -3.6109 2.1565
60 H 0.1537 -0.9837 -2.5900
61 H 3.1197 -4.3719 -3.5865
62 H -2.1366 1.6336 -2.6075
63 H 4.0770 1.1258 3.8719
64 H 4.1343 -1.7337 -2.2530
65 H 2.7421 2.5895 5.3820
66 H 3.4524 2.6940 -3.5752
67 H -2.4104 -5.0001 -1.5634
68 H -0.5320 3.8238 -3.3582
69 H 1.4156 -4.8176 -3.5162
70 H 1.9108 -0.8699 4.1391
71 H -3.5271 -2.5646 3.5296
72 H 1.2004 -5.8195 4.3571
73 H -0.8495 3.2700 -1.0594
74 H -2.7707 -1.3335 -1.1880
75 H 3.1669 -4.1992 -0.6542
76 H 3.0466 3.0440 0.0388
77 H 1.7764 1.0560 -3.2566
78 H 3.6039 1.9812 -1.2559
79 H -4.9496 1.7302 1.9142
80 H -1.4190 -4.9611 3.3764
81 H 1.9341 -3.5058 -4.5731
82 H 2.9344 -0.6218 -1.5787
83 H 0.8128 4.1478 5.6043
84 H -3.0769 -1.1264 -2.9143
85 H 0.2894 3.8443 0.1487
86 H -5.3995 4.4191 -2.3549
87 H 2.2120 5.8503 -2.1508
88 H -3.8161 -2.4745 -2.0545
89 H -0.4751 2.9530 5.5009
90 H 3.0040 4.3859 -3.9486
91 H -0.7949 -4.1605 -4.6123
92 H -2.0942 -0.0806 2.7592
93 H -1.2842 -4.2445 -0.4222
94 H -3.8512 -0.1518 2.9999
95 H -3.5502 3.4154 -3.6203
96 H -5.9339 3.6670 -0.0608
97 H 3.9179 4.2830 -1.7973
98 H 2.2056 -3.0296 0.2660
99 H 1.4357 -4.4568 -0.4237
100 H -3.7683 -1.7829 1.0812
101 H 0.0920 1.5290 -3.2001
102 H -1.4696 -2.5766 -4.9930

The calculation puts the energy above the lowest of the compared OMol25 structures with the same formula, charge and spin at 0.0 kJ/mol. The calculation puts the calculated total energy at -5505.92867 a.u. Its spin multiplicity is 2. Its net charge is +1.